[1]
ORCA calculation (ωB97M-V/def2-TZVPD) on C23H47AsCaF3N3SSi3 as an isolated structure in a non-equilibrium geometry.

Computed properties:
Lowest unoccupied orbital energy (spin up / spin down), eV: 0.421 / 0.374
HOMO level (spin up / spin down), eV: -6.956 / -4.797
HOMO-LUMO gap (spin up / spin down), eV: 7.38 / 5.17

Geometry (Å):
Ca1 0.6426 -0.1595 -1.0645
S1 -1.4777 -1.3542 -2.8263
C1 -0.1433 -2.0481 -3.5786
N1 1.0386 -1.4383 -3.7801
C2 1.9498 -2.2815 -4.5578
C3 1.3556 -3.6631 -4.2813
N2 -0.0489 -3.3122 -4.0192
H1 1.0875 -0.4263 -3.8005
H2 2.9754 -2.1883 -4.2135
H3 1.8949 -2.0246 -5.6167
H4 1.8061 -4.1071 -3.3921
H5 1.4531 -4.3438 -5.1215
H6 -0.7022 -3.9883 -3.6578
C4 0.5910 2.0015 -4.1884
C5 1.3120 2.6008 -2.9733
C6 0.2804 3.3880 -2.1466
C7 2.3736 3.5840 -3.4832
C8 1.8978 1.4950 -2.1005
H7 0.1598 2.7803 -4.8253
H8 -0.2283 1.3438 -3.8756
H9 1.2957 1.4268 -4.7985
H10 -0.1912 4.1706 -2.7519
H11 0.7550 3.8626 -1.2833
H12 -0.5153 2.7299 -1.7775
H13 1.9419 4.3521 -4.1352
H14 3.1450 3.0533 -4.0470
H15 2.8585 4.0838 -2.6407
H16 2.8086 1.8783 -1.6151
F1 4.5719 -5.6443 1.6797
C9 3.6568 -5.7516 0.6975
F2 4.3338 -6.2365 -0.3884
F3 2.8299 -6.7750 1.0421
C10 2.9451 -4.4985 0.4419
C11 1.8099 -4.4823 -0.4188
C12 1.1720 -3.3104 -0.6672
N3 1.5474 -2.0825 -0.1411
C13 2.6623 -2.1225 0.6905
C14 3.3534 -3.2542 0.9891
H17 1.4427 -5.4041 -0.8570
H18 0.2791 -3.3040 -1.2852
H19 2.9852 -1.1693 1.0978
H20 4.2116 -3.2013 1.6451
C15 -1.0611 -2.2158 2.8791
Si1 -0.7399 -0.4412 3.3428
C16 1.0637 -0.2194 3.7484
C17 -1.7372 -0.0095 4.8534
As1 -1.1213 0.8252 1.3842
Si2 -0.6892 3.0360 2.0865
C18 1.1502 3.2224 1.8157
C19 -1.0877 3.3943 3.8695
C20 -1.5912 4.2625 1.0092
Si3 -3.4510 0.6906 1.0293
C21 -3.8878 1.9079 -0.3116
C22 -3.8093 -1.0249 0.4033
C23 -4.4598 1.0458 2.5536
H21 -0.6708 -2.8840 3.6528
H22 -0.5664 -2.4648 1.9353
H23 -2.1305 -2.4142 2.7725
H24 1.3411 -0.8816 4.5741
H25 1.2883 0.8081 4.0489
H26 1.6899 -0.4727 2.8893
H27 -1.4508 -0.7048 5.6489
H28 -2.8111 -0.1080 4.6900
H29 -1.5406 1.0047 5.2033
H30 1.7166 2.6306 2.5403
H31 1.4619 4.2670 1.9105
H32 1.4256 2.8746 0.8156
H33 -0.3949 2.8819 4.5423
H34 -2.1050 3.0937 4.1340
H35 -0.9954 4.4710 4.0418
H36 -1.6650 3.9074 -0.0213
H37 -1.0392 5.2064 1.0003
H38 -2.6020 4.4612 1.3753
H39 -3.2331 1.7812 -1.1789
H40 -3.8037 2.9416 0.0277
H41 -4.9180 1.7390 -0.6401
H42 -3.2750 -1.2135 -0.5311
H43 -4.8805 -1.1400 0.2096
H44 -3.5083 -1.7942 1.1166
H45 -4.0854 1.9247 3.0862
H46 -4.4412 0.1990 3.2425
H47 -5.5016 1.2327 2.2765

Cartesian forces (eV/Å) of the 3 atoms listed first:
Ca -0.7 -0.7 0.4
S 0.0 0.2 0.1
C 0.2 0.0 0.0


[2]
ORCA calculation (ωB97M-V/def2-TZVPD) on C30H47Cl2LuN4O8Si as an isolated structure in a non-equilibrium geometry.

Computed properties:
Lowest unoccupied orbital energy, eV: -1.284
HOMO level, eV: -7.858
HOMO-LUMO gap, eV: 6.57

Geometry (Å):
C1 2.8020 -2.5004 -3.7024
C2 2.2959 -1.7325 -4.8823
H1 2.5546 -3.5650 -3.8198
H2 2.3754 -2.1306 -2.7561
H3 3.8996 -2.4290 -3.6310
C3 2.3641 -2.2339 -6.1326
C4 2.9338 -3.5693 -6.4849
H4 2.0249 -1.6470 -6.9904
H5 2.5148 -4.3874 -5.8808
H6 4.0311 -3.6224 -6.4092
H7 2.6844 -3.7579 -7.5353
Lu1 0.3433 0.1776 1.5571
Cl1 1.6632 1.9270 0.1645
C5 -0.8542 2.9584 1.2070
O1 -1.2333 1.7573 1.3365
N1 -1.3915 3.7995 0.3295
C6 -2.6495 3.4102 -0.3079
C7 -0.5807 4.8344 -0.3134
H8 -0.0133 3.3559 1.8035
H9 -3.2986 2.9521 0.4522
H10 -2.4773 2.6866 -1.1214
H11 -3.1131 4.3122 -0.7214
H12 0.2394 5.0931 0.3724
H13 -1.2207 5.6999 -0.5294
H14 -0.1457 4.4666 -1.2594
H15 -3.7504 1.7785 4.7589
H16 -2.0961 1.8743 6.9144
C8 -3.5173 0.7048 4.7545
C9 -2.0181 0.7918 6.7398
N2 -2.1962 0.4785 5.3307
H17 -3.5354 0.3180 3.7333
C10 -1.1740 0.0468 4.5917
O2 -1.1868 0.0013 3.3418
H18 -1.0257 0.4549 7.0663
H19 -0.2931 -0.2947 5.1750
H20 -4.2592 0.1906 5.3802
H21 -2.7940 0.2936 7.3334
H22 -1.4146 -5.4641 2.2039
H23 -0.2518 -3.4549 -0.5334
C11 -2.1921 -4.9888 1.5847
C12 -1.2985 -3.7723 -0.4195
N3 -1.6988 -3.7524 0.9858
H24 -3.0688 -4.7932 2.2166
C13 -1.4967 -2.6612 1.7281
O3 -0.8711 -1.6657 1.3002
H25 -1.9273 -3.0983 -1.0158
H26 -1.9271 -2.7017 2.7482
H27 -2.4743 -5.6647 0.7701
H28 -1.4564 -4.7983 -0.7553
O4 0.7736 -0.4722 -3.5338
C14 1.7339 -0.3434 -4.5811
C15 0.1435 -0.1217 -6.5541
C16 1.1868 0.4089 -5.7812
H29 -0.2057 -1.1398 -6.3508
C17 -0.4344 0.6638 -7.5624
H30 2.6031 0.2041 -4.1724
C18 1.7581 1.6406 -6.1211
H31 -1.2861 0.2711 -8.1258
C19 0.0796 1.9336 -7.8412
C20 1.1949 2.4155 -7.1374
H32 2.6393 1.9756 -5.5623
H33 -0.3655 2.5458 -8.6207
H34 1.6283 3.3898 -7.3748
Si1 -0.6678 0.3000 -3.1424
Cl2 1.3481 -1.4681 -0.5545
C21 -2.0498 -0.5464 -4.0906
C22 -0.5157 2.1517 -3.4102
C23 -1.1028 0.1625 -1.3365
H35 -2.1792 -0.1665 -5.1152
H36 -3.0072 -0.4112 -3.5597
H37 -1.8611 -1.6310 -4.1525
H38 -1.0721 -0.8745 -0.9943
H39 -2.0671 0.6153 -1.0806
H40 -0.2984 0.7363 -0.8463
H41 -0.3177 2.4196 -4.4546
H42 0.3165 2.5248 -2.7955
H43 -1.4249 2.6865 -3.0966
O5 1.0902 1.7947 3.5970
C24 1.6884 0.7303 3.9122
O6 1.8798 -0.2338 3.0635
C25 2.1169 0.4905 5.3468
C26 2.1622 -0.8236 5.8523
C27 2.3832 -1.0399 7.2084
C28 2.5579 0.0634 8.0611
C29 2.5823 1.3776 7.5520
C30 2.3167 1.5870 6.2041
N4 2.5025 -0.1361 9.4752
O7 2.2830 -1.2912 9.9153
O8 2.6592 0.8466 10.2356
H44 1.9951 -1.6708 5.1844
H45 2.3922 -2.0385 7.6272
H46 2.7662 2.1998 8.2358
H47 2.2493 2.5952 5.7992

Cartesian forces (eV/Å) of the 3 atoms listed first:
C 0.0 -0.1 0.4
C -0.4 -0.1 -1.2
H 0.1 0.2 0.2


[3]
ORCA calculation (ωB97M-V/def2-TZVPD) on an isolated ion of composition C3H4N3 and charge +1 in a non-equilibrium geometry.

Computed properties:
ΔE to the lowest compared entry with this formula, charge and spin, kcal/mol: 2.0
Lowest unoccupied orbital energy, eV: -5.959
Charge: +1
HOMO level, eV: -15.392
HOMO-LUMO gap, eV: 9.43

Geometry (Å):
C1 -1.3246 0.2182 -0.1498
C2 0.6750 -1.3534 -0.0227
C3 0.8067 1.0063 0.1223
N1 -0.4446 1.2121 0.0048
N2 -0.9758 -0.9890 0.1496
N3 1.3476 -0.2484 -0.1041
H1 -2.3341 0.4945 -0.4330
H2 1.4556 1.8188 0.4214
H3 -1.5608 -1.8068 0.2558
H4 2.3549 -0.3524 -0.2443

Cartesian forces (eV/Å) of the 3 atoms listed first:
C -0.6 -0.4 0.3
C -3.6 -1.4 0.4
C -0.4 0.4 -0.2


[4]
ORCA calculation (ωB97M-V/def2-TZVPD) on the molecule C6H6ClNOS in a non-equilibrium geometry.

Computed properties:
ΔE to the lowest compared entry with this formula, charge and spin, kcal/mol: 10.7
Lowest unoccupied orbital energy, eV: -0.549
HOMO level, eV: -8.506
HOMO-LUMO gap, eV: 7.96

Geometry (Å):
H1 -1.4719 2.9794 0.1928
N1 -0.9098 2.3718 0.7649
C1 -0.7201 1.1564 0.3503
C2 -1.3015 0.4868 -0.7789
C3 -0.9058 -0.7917 -1.0118
C4 -0.2282 -1.5967 -0.0294
C5 0.3800 -0.9739 0.9592
C6 0.4331 0.4359 1.0083
O1 1.5640 0.8604 0.2215
S1 1.8662 0.2058 -1.1884
Cl1 3.0059 -1.3842 -0.5946
H2 -1.8530 0.9860 -1.6063
H3 -1.1162 -1.3708 -1.8115
H4 -0.1843 -2.7269 -0.2860
H5 0.9115 -1.4844 1.8144
H6 0.5302 0.8460 1.9956

Cartesian forces (eV/Å) of the 3 atoms listed first:
H -0.7 -0.3 -0.5
N 1.0 -1.5 0.2
C -0.7 2.5 0.7


[5]
ORCA calculation (ωB97M-V/def2-TZVPD) on C28H35BBrINO2 as an isolated structure in a non-equilibrium geometry.

Computed properties:
Lowest unoccupied orbital energy, eV: -5.338
Charge: +1
HOMO level, eV: -10.662
HOMO-LUMO gap, eV: 5.32

Geometry (Å):
C1 5.2390 -0.2481 1.6102
C2 4.3016 -0.0831 0.2350
C3 2.7877 0.2548 0.7627
Br1 2.2221 -1.3670 1.8643
N1 1.7390 0.3837 -0.3186
I1 2.2944 1.4832 -1.9684
C4 0.4679 1.0582 0.2383
B1 -0.8527 0.0580 0.2140
O1 -1.0971 -1.0258 -0.7597
O2 -1.8810 0.2547 1.2829
H1 6.2081 0.4464 1.5453
H2 4.6474 0.1402 2.5558
H3 5.6048 -1.3752 1.7258
H4 4.2510 -1.0826 -0.3944
H5 4.8185 0.8080 -0.3634
H6 2.8308 1.1637 1.5132
H7 1.5206 -0.6001 -0.6600
H8 0.6718 1.4852 1.3329
H9 0.1636 1.9994 -0.4297
H10 -0.4087 -1.7375 -0.5089
H11 -1.4194 -0.0895 2.1261
C5 3.8760 7.4631 -1.5150
C6 4.6115 7.5913 -2.6929
C7 4.6587 6.5373 -3.6048
C8 3.9615 5.3575 -3.3431
C9 3.2229 5.2307 -2.1670
C10 3.1833 6.2814 -1.2507
H12 3.8423 8.2835 -0.8030
H13 5.1492 8.5132 -2.8999
H14 5.2374 6.6350 -4.5193
H15 3.9941 4.5378 -4.0559
H16 2.6783 4.3118 -1.9640
H17 2.6123 6.1802 -0.3320
C11 1.4507 0.3257 4.6985
C12 0.6894 1.1742 5.5017
C13 1.0544 1.3918 6.8300
C14 2.1875 0.7678 7.3526
C15 2.9510 -0.0778 6.5482
C16 2.5807 -0.3026 5.2226
H18 1.1640 0.1538 3.6643
H19 -0.1896 1.6658 5.0924
H20 0.4571 2.0477 7.4575
H21 2.4749 0.9410 8.3863
H22 3.8349 -0.5627 6.9552
H23 3.1725 -0.9657 4.5978
C17 -2.7943 -4.3538 -2.4838
C18 -1.9771 -3.3170 -2.9331
C19 -1.2601 -3.4578 -4.1210
C20 -1.3682 -4.6329 -4.8653
C21 -2.1883 -5.6682 -4.4178
C22 -2.8981 -5.5310 -3.2252
H24 -3.3502 -4.2450 -1.5563
H25 -1.8983 -2.3986 -2.3566
H26 -0.6182 -2.6523 -4.4673
H27 -0.8133 -4.7409 -5.7935
H28 -2.2737 -6.5833 -4.9988
H29 -3.5327 -6.3400 -2.8741
C23 -8.1603 -1.8121 -0.1135
C24 -7.0756 -1.2569 -0.7918
C25 -6.2451 -2.0689 -1.5637
C26 -6.5054 -3.4358 -1.6652
C27 -7.5923 -3.9903 -0.9899
C28 -8.4173 -3.1798 -0.2106
H30 -8.8053 -1.1795 0.4906
H31 -6.8769 -0.1907 -0.7182
H32 -5.3961 -1.6372 -2.0867
H33 -5.8611 -4.0679 -2.2706
H34 -7.7959 -5.0553 -1.0705
H35 -9.2608 -3.6131 0.3198

Cartesian forces (eV/Å) of the 3 atoms listed first:
C 0.6 0.1 -0.1
C 0.4 0.1 0.8
C 2.6 -0.2 0.9


[6]
ORCA calculation (ωB97M-V/def2-TZVPD) on the molecule C3H9NO2 in a non-equilibrium geometry.

Computed properties:
ΔE to the lowest compared entry with this formula, charge and spin, kcal/mol: 45.0
Lowest unoccupied orbital energy, eV: 0.913
HOMO level, eV: -8.827
HOMO-LUMO gap, eV: 9.74

Geometry (Å):
O1 -1.0824 2.2087 1.5943
C1 -0.4237 0.9699 1.3731
C2 -0.5815 0.6123 -0.0835
N1 -0.2108 -0.7861 -0.3336
C3 0.7104 -1.0090 -1.4377
O2 1.5449 -2.1143 -1.1777
H1 -0.7908 2.5949 2.4087
H2 0.6445 1.0489 1.6033
H3 -0.8768 0.1772 1.9790
H4 -1.6168 0.7178 -0.4047
H5 -0.0290 1.2649 -0.7610
H6 0.1599 -1.3597 0.4081
H7 0.1234 -1.1970 -2.3459
H8 1.4132 -0.2021 -1.6542
H9 1.0155 -2.9265 -1.1682

Cartesian forces (eV/Å) of the 3 atoms listed first:
O -0.3 -0.2 -0.7
C 0.1 0.3 -0.1
C -0.4 -1.0 -0.4


[7]
ORCA calculation (ωB97M-V/def2-TZVPD) on the molecule C15H24N2O4S2 in a non-equilibrium geometry.

Computed properties:
ΔE to the lowest compared entry with this formula, charge and spin, kcal/mol: 4.3
Lowest unoccupied orbital energy, eV: 0.407
HOMO level, eV: -9.395
HOMO-LUMO gap, eV: 9.80

Geometry (Å):
C1 -3.7228 -0.2723 -2.1284
C2 -4.3174 0.5714 -1.0013
N1 -3.3366 1.0476 -0.0568
C3 -2.7799 2.3735 -0.1678
C4 -1.8997 2.5956 -1.3967
S1 -2.9078 0.0622 1.1870
O1 -4.0113 -0.7989 1.4994
O2 -2.3312 0.8622 2.2271
C5 -1.5937 -0.9522 0.4941
C6 -1.7950 -2.2935 0.2229
C7 -0.7893 -3.0302 -0.3851
C8 0.4022 -2.4110 -0.7369
C9 0.5849 -1.0721 -0.4463
S2 2.0584 -0.1848 -0.9537
O3 1.6335 0.9093 -1.7782
O4 2.9899 -1.1274 -1.5110
N2 2.5375 0.4404 0.5152
C10 3.1793 -0.5275 1.3798
C11 4.6630 -0.7025 1.0549
C12 5.3636 0.6543 1.0807
C13 4.6697 1.6066 0.1091
C14 3.1927 1.7323 0.4781
C15 -0.4007 -0.3353 0.1798
H1 -3.2734 -1.1766 -1.7267
H2 -4.5102 -0.5549 -2.8229
H3 -2.9594 0.2779 -2.6708
H4 -5.0313 -0.0330 -0.4362
H5 -4.8425 1.4369 -1.4150
H6 -3.6010 3.1029 -0.1763
H7 -2.2054 2.5242 0.7469
H8 -2.4914 2.5461 -2.3074
H9 -1.4533 3.5851 -1.3380
H10 -1.0989 1.8627 -1.4591
H11 -2.7404 -2.7367 0.4962
H12 -0.9371 -4.0783 -0.5959
H13 1.1965 -2.9456 -1.2345
H14 2.6421 -1.4707 1.2575
H15 3.0515 -0.1835 2.4119
H16 4.7486 -1.1395 0.0592
H17 5.1159 -1.3835 1.7771
H18 6.4136 0.5373 0.8078
H19 5.3207 1.0705 2.0910
H20 5.1395 2.5911 0.1323
H21 4.7413 1.2099 -0.9058
H22 2.6559 2.3309 -0.2584
H23 3.0804 2.1894 1.4669
H24 -0.2339 0.7012 0.4195

Cartesian forces (eV/Å) of the 3 atoms listed first:
C -0.2 0.2 0.1
C -0.3 -0.5 -0.4
N 0.1 -0.5 1.0


[8]
ORCA calculation (ωB97M-V/def2-TZVPD) on the molecule C2H4N2O.

Computed properties:
ΔE to the lowest compared entry with this formula, charge and spin, kcal/mol: 46.0
Lowest unoccupied orbital energy, eV: 0.801
HOMO level, eV: -8.326
HOMO-LUMO gap, eV: 9.13

Geometry (Å):
N1 -0.6390 1.1901 0.3027
C1 -0.6337 -0.0338 0.7804
N2 0.4554 -0.7435 0.5186
C2 1.1858 -0.0746 -0.8014
O1 2.0981 -0.6815 -1.2472
H1 -1.5184 1.6872 0.2898
H2 -1.4833 -0.4668 1.3160
H3 0.4714 -1.7313 0.7428
H4 0.2380 1.0466 -0.5519

Cartesian forces (eV/Å) of the 3 atoms listed first:
N -0.1 -0.1 0.0
C 0.1 0.0 -0.1
N -0.2 0.0 0.2


[9]
ORCA calculation (ωB97M-V/def2-TZVPD) on the molecule C5H10O.

Computed properties:
ΔE to the lowest compared entry with this formula, charge and spin, kcal/mol: 116.5
Lowest unoccupied orbital energy (spin up / spin down), eV: 0.695 / 0.694
HOMO level (spin up / spin down), eV: -7.466 / -7.465
HOMO-LUMO gap (spin up / spin down), eV: 8.16 / 8.16

Geometry (Å):
C1 -1.5943 0.8661 -1.3092
O1 -0.8869 -0.3481 -1.3648
C2 0.3205 -0.2643 -0.9320
C3 0.9356 -1.2902 -0.0453
C4 1.0814 -0.3340 1.1536
C5 -0.2222 0.5046 1.0949
H1 -1.0811 1.6632 -1.8621
H2 -0.9439 0.9712 0.0988
H3 -2.6073 0.6852 -1.6693
H4 0.9142 0.6043 -1.2313
H5 0.2047 -2.0775 0.1611
H6 1.8694 -1.7369 -0.4045
H7 1.9528 0.3106 0.9819
H8 1.2434 -0.8403 2.1151
H9 -1.0392 -0.1162 1.4919
H10 -0.1472 1.4022 1.7212

Cartesian forces (eV/Å) of the 3 atoms listed first:
C -0.2 0.2 -0.2
O 0.2 -0.1 0.1
C -0.1 0.0 0.0


[10]
ORCA calculation (ωB97M-V/def2-TZVPD) on a 2-piece molecular cluster, C31H27BF8O2S overall in a non-equilibrium geometry.

Computed properties:
ΔE to the lowest compared entry with this formula, charge and spin, kcal/mol: 0.0
Lowest unoccupied orbital energy, eV: -0.571
HOMO level, eV: -8.074
HOMO-LUMO gap, eV: 7.50

Geometry (Å):
C1 -4.8214 -2.6980 2.5996
C2 -4.3588 -1.3364 2.1051
C3 -5.4771 -0.4044 1.6654
C4 -3.6535 -0.6651 3.3380
O1 -2.2007 -0.6008 3.3071
B1 -1.5207 -1.3181 2.3511
C5 0.0476 -1.4626 2.2911
C6 0.3919 -2.4510 1.2062
C7 -0.3853 -3.6321 1.1969
C8 -0.1598 -4.6736 0.3080
C9 0.8951 -4.5210 -0.5946
F1 1.1986 -5.5855 -1.4131
C10 1.6364 -3.3520 -0.6698
C11 1.3748 -2.3215 0.2357
C12 1.1018 -0.7205 3.0968
C13 0.9214 -0.6546 4.5040
C14 1.9543 -0.2761 5.3679
C15 3.1221 0.2104 4.7849
F2 4.1775 0.5320 5.5996
C16 3.2724 0.3209 3.4076
C17 2.2825 -0.1956 2.5748
O2 -2.0558 -1.5615 1.1067
C18 -3.4572 -1.6682 0.8534
H1 -5.3675 -3.2427 1.8225
H2 -3.9206 -3.2773 2.8629
H3 -5.4467 -2.6101 3.4910
H4 -6.0732 -0.8277 0.8526
H5 -6.1412 -0.1876 2.5078
H6 -5.0415 0.5421 1.3146
H7 -3.9132 -1.2523 4.2377
H8 -4.0396 0.3585 3.4498
H9 -0.2673 -2.1790 3.1220
H10 -1.1928 -3.7660 1.9258
H11 -0.7454 -5.5959 0.3508
H12 2.4395 -3.2568 -1.3898
H13 1.9319 -1.3961 0.1574
H14 -0.0456 -0.9306 4.9378
H15 1.8852 -0.3859 6.4496
H16 4.1761 0.7472 2.9862
H17 2.4054 -0.1090 1.5006
H18 -3.6870 -2.7170 0.5812
H19 -3.7145 -1.0056 -0.0048
C19 -5.0694 4.3297 0.5443
C20 -3.8934 3.4878 0.2485
C21 -3.6692 2.6526 -0.8393
C22 -2.3529 2.1541 -0.8576
C23 -1.6732 2.3690 0.3227
C24 -0.3976 1.9627 0.7467
C25 0.0922 2.5613 1.9596
C26 1.3303 3.1328 1.8984
C27 1.7791 4.0387 3.0206
F3 2.4189 5.1580 2.5919
F4 0.7470 4.4532 3.8169
F5 2.6637 3.3471 3.8222
C28 2.1492 2.8520 0.7942
C29 1.7416 1.9359 -0.1746
C30 2.6012 1.5019 -1.3231
F6 3.0511 0.2120 -1.0659
F7 1.9102 1.4379 -2.5066
F8 3.6822 2.2798 -1.5316
C31 0.4853 1.3703 -0.1809
S1 -2.6151 3.4012 1.3681
H20 -5.5989 4.6127 -0.3677
H21 -5.7778 3.7626 1.1649
H22 -4.7879 5.2642 1.0466
H23 -4.4230 2.4536 -1.6001
H24 -1.8778 1.6145 -1.6504
H25 -0.5690 2.7607 2.8160
H26 3.1269 3.2768 0.7492
H27 0.1640 0.7574 -1.0307

Cartesian forces (eV/Å) of the 3 atoms listed first:
C -0.2 -0.2 0.1
C 0.7 -0.1 -0.2
C -0.1 0.1 0.0